1.
Below is 6 unconnected molecules or ions with the total composition H10IO5 in a non-equilibrium geometry, with properties calculated with ωB97M-V/def2-TZVPD.

```
16
Properties=species:S:1:pos:R:3:lowdin_charge:R:1
I 1.22 -0.45 1.16 -0.012
O -1.95 1.13 1.38 -0.092
H -2.57 0.61 0.93 0.001
H -1.09 0.74 1.28 -0.168
O 1.41 3.14 -0.13 -0.106
H 0.65 3.33 0.42 0.010
H 1.70 2.26 0.16 -0.062
O -1.55 -2.88 1.56 -0.100
H -0.79 -2.32 1.65 -0.120
H -1.80 -2.95 0.64 0.017
O 2.59 -1.41 -2.07 -0.100
H 2.77 -1.06 -1.22 -0.100
H 2.29 -2.31 -1.99 0.011
O -1.26 0.54 -1.40 -0.100
H -0.82 1.32 -1.77 0.043
H -0.81 0.31 -0.60 -0.120
```

Output
Electronic energy in a.u.: -680.00825
Total charge: -1
Relative energy (zero: lowest compared OMol25 entry of this formula, charge and spin) in kJ/mol: 35.1


2.
Below is 6 unconnected molecules or ions with the total composition H10IO5 in a non-equilibrium geometry, with properties calculated with ωB97M-V/def2-TZVPD.

```
16
Properties=species:S:1:pos:R:3:lowdin_charge:R:1
I -1.39 0.08 -0.23 0.280
O 1.68 -0.04 -1.95 -0.142
H 1.74 -0.99 -1.83 0.011
H 0.86 0.08 -1.40 -0.127
O -1.24 3.18 -1.60 -0.146
H -1.37 2.28 -1.23 -0.188
H -0.89 3.61 -0.83 0.003
O 0.36 1.55 2.29 -0.136
H -0.35 1.14 1.79 -0.156
H 0.96 1.81 1.58 0.018
O -1.13 -3.43 -0.99 -0.103
H -1.21 -2.58 -0.58 -0.146
H -1.76 -4.07 -0.65 0.016
O 1.32 -1.24 1.94 -0.092
H 1.89 -0.49 2.11 0.015
H 0.53 -0.89 1.57 -0.108
```

Output
Electronic energy in a.u.: -680.01021
Total charge: -1
Relative energy (zero: lowest compared OMol25 entry of this formula, charge and spin) in kJ/mol: 29.9


3.
Below is a molecular structure, H10LiO5 in a non-equilibrium geometry, with properties calculated with ωB97M-V/def2-TZVPD.

```
16
Properties=species:S:1:pos:R:3:lowdin_charge:R:1
Li -0.03 -0.14 0.32 0.730
O 1.00 -0.06 -1.64 -0.084
H 0.70 0.80 -2.18 0.151
H 1.44 -0.51 -2.31 0.012
O -2.09 -0.73 -0.59 0.031
H -1.73 -1.32 -1.21 0.039
H -2.66 -1.06 -0.03 -0.018
O -0.82 1.77 0.52 -0.083
H -1.59 1.90 -0.10 0.107
H -0.30 2.55 0.50 0.027
O 1.70 0.82 1.22 -0.142
H 2.41 0.55 0.50 0.122
H 1.39 1.74 0.92 0.064
O 0.12 -1.93 1.10 0.055
H -0.35 -2.63 1.44 0.052
H 0.81 -1.78 1.54 -0.065
```

Output
Electronic energy in a.u.: -389.54578
Total charge: +1
Relative energy (zero: lowest compared OMol25 entry of this formula, charge and spin) in kJ/mol: 185.2


4.
Below is a molecular structure, H10LiO5 in a non-equilibrium geometry, with properties calculated with ωB97M-V/def2-TZVPD.

```
16
Properties=species:S:1:pos:R:3:lowdin_charge:R:1
Li -0.46 0.35 0.10 0.740
O -1.92 -0.58 -1.03 -0.083
H -1.68 -0.86 -1.96 0.101
H -2.50 -1.28 -0.81 0.035
O 1.36 0.67 1.17 -0.081
H 2.08 1.15 0.71 0.075
H 1.77 0.37 1.99 0.079
O 1.11 -0.85 -1.09 -0.075
H 2.03 -0.73 -0.86 0.054
H 1.03 -1.81 -1.21 0.075
O -1.32 -0.50 1.87 -0.069
H -2.07 -1.06 1.97 0.044
H -0.63 -0.70 2.54 0.079
O 0.13 1.88 -0.89 -0.059
H 1.03 1.51 -0.88 0.028
H 0.03 2.45 -1.61 0.057
```

Output
Electronic energy in a.u.: -389.59135
Total charge: +1
Relative energy (zero: lowest compared OMol25 entry of this formula, charge and spin) in kJ/mol: 65.5


5.
Below is 4 unconnected molecules or ions with the total composition H10NO3 in a non-equilibrium geometry, with properties calculated with ωB97M-V/def2-TZVPD.

```
14
Properties=species:S:1:pos:R:3:lowdin_charge:R:1
N -0.40 -0.18 0.16 0.287
H -0.23 0.35 1.00 0.090
H -1.30 -0.61 0.39 0.159
H -0.57 0.46 -0.61 0.076
H 0.32 -0.90 0.04 0.095
H 0.11 0.59 3.39 0.061
H 1.59 0.13 2.93 0.089
O 0.62 -0.04 2.85 -0.067
H 1.02 -1.73 -2.15 0.089
H 1.87 -2.50 -1.15 0.051
O 1.36 -1.72 -1.23 -0.036
H -0.77 2.16 -2.26 0.076
H -2.20 2.29 -1.69 0.084
O -1.41 1.71 -1.67 -0.055
```

Output
Electronic energy in a.u.: -286.24989
Total charge: +1
Relative energy (zero: lowest compared OMol25 entry of this formula, charge and spin) in kJ/mol: 40.7


6.
Below is 5 unconnected molecules or ions with the total composition H10O4S2 in a non-equilibrium geometry, with properties calculated with ωB97M-V/def2-TZVPD.

```
16
Properties=species:S:1:pos:R:3:lowdin_charge:R:1
S -1.48 -0.61 2.07 0.207
S -1.82 -1.80 0.37 0.240
H -1.96 0.56 1.60 -0.198
H -1.38 -2.86 1.05 -0.202
O 3.00 1.88 3.06 -0.054
H 2.46 1.19 3.47 0.039
H 2.40 2.30 2.45 0.005
O 2.26 2.45 -0.34 -0.026
H 2.92 3.00 0.03 0.009
H 2.43 1.55 -0.09 0.024
O -0.37 0.99 -4.69 -0.061
H -0.60 1.70 -5.28 0.027
H -0.43 0.21 -5.26 0.046
O 0.81 -1.14 -2.18 -0.063
H 0.86 -1.16 -1.23 -0.003
H 0.22 -0.39 -2.18 0.010
```

Output
Electronic energy in a.u.: -1103.28847
Relative energy (zero: lowest compared OMol25 entry of this formula, charge and spin) in kJ/mol: 109.9


7.
Below is 5 unconnected molecules or ions with the total composition H10O4S2 in a non-equilibrium geometry, with properties calculated with ωB97M-V/def2-TZVPD.

```
16
Properties=species:S:1:pos:R:3:lowdin_charge:R:1
S -1.80 -1.73 -2.83 0.236
S -2.74 -0.74 -1.26 0.254
H -2.31 -2.98 -2.83 -0.191
H -1.64 0.08 -1.03 -0.163
O 3.04 1.91 -0.23 -0.063
H 2.99 0.98 -0.01 0.025
H 3.59 1.91 -1.05 0.065
O 0.78 1.51 1.46 -0.045
H 0.65 0.78 0.87 -0.021
H 1.18 2.24 0.98 0.025
O -1.98 0.16 2.32 -0.062
H -1.57 -0.46 1.74 -0.020
H -1.38 0.93 2.31 0.025
O 0.42 -1.19 -0.23 -0.083
H 1.10 -1.67 0.25 0.059
H -0.32 -1.74 -0.44 -0.040
```

Output
Electronic energy in a.u.: -1103.30459
Relative energy (zero: lowest compared OMol25 entry of this formula, charge and spin) in kJ/mol: 67.6


8.
Below is 6 unconnected molecules or ions with the total composition H10O4S2 in a non-equilibrium geometry, with properties calculated with ωB97M-V/def2-TZVPD.

```
16
Properties=species:S:1:pos:R:3:lowdin_charge:R:1
S 1.52 -1.66 -1.24 0.668
S -0.35 2.79 -0.10 0.520
H 1.58 -1.27 -2.53 -0.207
H -1.36 3.62 0.22 -0.245
H 1.72 0.59 0.95 -0.025
H 2.56 -0.32 0.03 -0.148
O 2.60 0.43 0.61 -0.073
H -1.20 0.90 -1.39 -0.095
H -2.52 0.13 -1.45 0.054
O -1.58 0.08 -1.68 -0.070
H -0.36 1.64 1.75 -0.121
H 0.17 0.98 3.16 0.039
O -0.13 0.84 2.26 -0.118
H -0.72 -3.71 -0.16 0.036
H -0.67 -2.17 -0.39 -0.089
O -1.25 -2.88 -0.05 -0.127
```

Output
Electronic energy in a.u.: -1103.09608
Relative energy (zero: lowest compared OMol25 entry of this formula, charge and spin) in kJ/mol: 615.0


9.
Below is 5 unconnected molecules or ions with the total composition H10O5 in a non-equilibrium geometry, with properties calculated with ωB97M-V/def2-TZVPD.

```
15
Properties=species:S:1:pos:R:3:mulliken_spin:R:1
O -2.03 -1.38 1.37 0.679
O -2.09 1.94 0.28 0.186
O -0.12 3.02 -1.05 0.344
O 0.57 0.51 -1.55 0.624
O 3.25 -3.58 1.01 0.408
H -1.84 -2.24 0.81 -0.217
H -1.90 1.40 1.14 -0.085
H 0.25 3.84 -1.31 -0.120
H 0.85 0.70 -2.43 -0.225
H 3.52 -2.87 1.54 -0.115
H -2.92 -1.24 1.11 -0.110
H -1.16 1.96 -0.06 -0.027
H 0.69 2.41 -1.19 -0.061
H 0.19 -0.29 -1.32 -0.163
H 2.73 -4.19 1.65 -0.119
```

Output
Electronic energy in a.u.: -382.11478
Multiplicity: 2
Total charge: -1
Relative energy (zero: lowest compared OMol25 entry of this formula, charge and spin) in kJ/mol: 177.0
Expectation value of S²: 0.75


10.
Below is 5 unconnected molecules or ions with the total composition H10O5 in a non-equilibrium geometry, with properties calculated with ωB97M-V/def2-TZVPD.

```
15
Properties=species:S:1:pos:R:3:mulliken_spin:R:1
O -1.94 3.05 -1.20 0.100
H -2.19 2.45 -1.90 -0.005
H -1.03 3.27 -1.39 -0.043
O -0.62 -0.10 -2.69 0.155
H -0.40 0.80 -2.93 -0.033
H -0.84 -0.05 -1.76 -0.052
O -0.86 0.22 -0.14 0.820
H -1.05 0.88 0.53 -0.225
H -0.42 -0.49 0.34 -0.134
O 2.37 -2.79 0.91 0.456
H 2.46 -3.44 1.60 -0.134
H 1.62 -2.26 1.18 -0.049
O 0.79 -0.67 2.17 0.374
H 0.81 -1.01 3.06 -0.143
H 1.31 0.13 2.21 -0.086
```

Output
Electronic energy in a.u.: -382.16617
Multiplicity: 2
Total charge: -1
Relative energy (zero: lowest compared OMol25 entry of this formula, charge and spin) in kJ/mol: 42.0
Expectation value of S²: 0.75


11.
Below is 5 unconnected molecules or ions with the total composition H10O5, with properties calculated with ωB97M-V/def2-TZVPD.

```
15
Properties=species:S:1:pos:R:3:lowdin_charge:R:1
O 1.08 12.22 11.83 -0.058
H 0.30 11.97 11.32 0.015
H 0.74 12.43 12.71 0.007
O -0.50 12.89 17.05 -0.079
H -1.26 13.30 16.64 0.022
H -0.06 12.42 16.33 -0.006
O -2.18 10.97 12.74 -0.040
H -2.72 10.23 13.03 0.052
H -2.14 10.89 11.78 0.048
O 0.15 11.43 14.61 -0.062
H -0.68 11.60 14.14 0.018
H 0.14 10.48 14.77 0.018
O 0.11 8.82 15.89 -0.041
H 0.31 7.88 15.90 0.052
H -0.73 8.92 16.34 0.054
```

Output
Electronic energy in a.u.: -382.19021
Relative energy (zero: lowest compared OMol25 entry of this formula, charge and spin) in kJ/mol: 89.2


12.
Below is 5 unconnected molecules or ions with the total composition H10O5 in a non-equilibrium geometry, with properties calculated with ωB97M-V/def2-TZVPD.

```
15
Properties=species:S:1:pos:R:3:lowdin_charge:R:1
O 0.09 -0.19 -0.15 -0.043
H 0.75 -0.69 0.34 0.008
H 0.57 0.58 -0.47 0.029
O 3.61 -0.85 0.86 -0.052
H 3.10 -1.27 0.16 0.036
H 2.96 -0.66 1.55 0.054
O -3.97 -2.13 -0.26 -0.062
H -4.09 -2.34 0.67 0.030
H -3.21 -2.66 -0.53 0.032
O 3.18 0.76 -0.90 -0.064
H 3.33 -0.12 -1.26 0.037
H 2.66 0.60 -0.10 -0.005
O -2.92 2.57 0.21 -0.062
H -3.27 1.97 0.88 0.032
H -2.70 3.37 0.70 0.030
```

Output
Electronic energy in a.u.: -382.14394
Relative energy (zero: lowest compared OMol25 entry of this formula, charge and spin) in kJ/mol: 210.7